Model a:
ORCA calculation (ωB97M-V with the def2-TZVPD basis set) on the molecule C6H10N2S.

Geometry as XYZ:
```
19
Properties=species:S:1:pos:R:3
C 0.4870 -1.1214 -0.7868
C 0.9098 0.1113 -0.2946
C 0.0337 0.9182 0.3746
C 2.2947 0.5107 -0.2624
C -1.1638 -2.6839 -1.3731
C -1.1554 2.6410 2.0975
N -1.7938 -0.6312 -0.5016
N -0.8687 -1.4230 -0.8619
S -0.4518 2.4972 0.4772
H 1.1444 -1.9323 -0.9813
H 3.1464 -0.2056 -0.0804
H 2.6748 0.8712 -1.2497
H 2.2967 1.4150 0.3784
H -0.4003 -3.0331 -2.0975
H -1.1974 -3.3632 -0.4568
H -2.1912 -2.6336 -1.7473
H -2.1986 2.4992 1.9480
H -0.9102 3.6774 2.5692
H -0.6564 1.8860 2.8484
```

Calculated values
2S+1   1
HOMO (spin up / spin down)   -0.2650 / -0.2650 hartree
Frontier orbital gap (spin up / spin down)   7.52 / 7.52 eV

Charges obtained by Mulliken population analysis, quoted in units of e:
1 C -0.691
2 C 1.218
3 C -0.471
4 C -1.229
5 C -0.880
6 C -0.718
7 N -0.846
8 N 0.644
9 S 0.007
10 H 0.299
11 H 0.322
12 H 0.281
13 H 0.337
14 H 0.285
15 H 0.303
16 H 0.312
17 H 0.261
18 H 0.312
19 H 0.254

Model b:
ORCA calculation (ωB97M-V with the def2-TZVPD basis set) on the molecule C6H10N2S.

Geometry as XYZ:
```
19
Properties=species:S:1:pos:R:3
C 0.4784 -0.9642 -0.7600
C -1.7882 -0.0657 0.2604
C 0.8717 0.1893 0.1175
C 1.9578 -0.3284 1.0518
C 1.4403 1.4441 -0.6673
C -2.3293 -1.1880 0.7809
N 0.4154 -1.8874 -1.4062
N -2.0156 0.3125 -1.0326
S -0.5073 0.6528 1.1759
H 2.3539 0.5728 1.5534
H 2.7949 -1.0597 0.6818
H 1.4912 -0.9174 1.8958
H 1.6060 2.2656 -0.0228
H 0.7211 1.7735 -1.5871
H 2.3886 1.2769 -1.1364
H -2.1894 -1.6233 1.7069
H -3.0714 -1.7837 0.0737
H -2.8804 0.0240 -1.5228
H -1.7378 1.3063 -1.1628
```

Calculated values
SMILES string   C=C(N)SC(C)(C)C#N
2S+1   1
HOMO   -0.3075 hartree
Frontier orbital gap   9.04 eV

Charges obtained by Mulliken population analysis, quoted in units of e:
1 C -0.208
2 C 0.494
3 C 1.380
4 C -1.405
5 C -1.326
6 C -0.800
7 N -0.484
8 N -0.481
9 S -0.205
10 H 0.350
11 H 0.294
12 H 0.397
13 H 0.405
14 H 0.252
15 H 0.397
16 H 0.359
17 H 0.132
18 H 0.230
19 H 0.221

What are the relative energies? In eV: model a 3.942; model b 0.000.

Model a:
ORCA calculation (ωB97M-V with the def2-TZVPD basis set) on the ion C7H11N2 with charge +1.

Geometry as XYZ:
```
20
Properties=species:S:1:pos:R:3
C -1.9043 1.4825 -0.0629
C 2.8266 0.0509 0.7960
C 2.3071 -0.6595 -0.1808
C -0.8083 -1.1052 -0.0412
C -1.9974 -0.7311 0.7742
C -0.0366 0.0521 -0.4693
C 1.3191 -0.1163 -1.0964
N -0.6375 1.2174 -0.5367
N -2.4338 0.5317 0.7134
H -2.1752 2.5570 0.1393
H 3.3783 -0.4231 1.5332
H 2.3752 1.0809 0.9998
H 2.4828 -1.7700 -0.1899
H -0.0325 -1.7355 0.5599
H -1.1301 -1.7489 -0.9791
H -2.6953 -1.4974 1.3135
H 1.5062 0.8705 -1.4405
H 1.1165 -0.7173 -2.0893
H -0.0301 1.9575 -0.8428
H -3.4308 0.7037 1.0999
```

Calculated values
Total charge   +1
2S+1   1
HOMO (spin up / spin down)   -0.4250 / -0.4256 hartree
Frontier orbital gap (spin up / spin down)   7.18 / 7.18 eV

Charges obtained by Mulliken population analysis, quoted in units of e:
1 C -0.453
2 C -0.712
3 C -0.157
4 C -0.323
5 C -0.308
6 C 0.390
7 C -0.923
8 N 0.030
9 N -0.033
10 H 0.283
11 H 0.338
12 H 0.215
13 H 0.396
14 H 0.306
15 H 0.250
16 H 0.340
17 H 0.393
18 H 0.326
19 H 0.294
20 H 0.348

Model b:
ORCA calculation (ωB97M-V with the def2-TZVPD basis set) on a cluster of 2 separate species, C7H11N2 in total.

Geometry as XYZ:
```
20
Properties=species:S:1:pos:R:3
C -3.1201 1.3075 0.7622
C -1.8834 0.7372 1.0973
C -3.0356 1.5059 -0.5861
C 1.0120 -0.7961 0.0104
C 2.2991 -0.2465 0.2314
C 0.6713 -1.3843 -1.3771
C 2.6874 0.3365 1.3659
N -1.8310 1.0238 -1.0075
N -1.1336 0.6026 0.0495
H -3.9309 1.4511 1.4923
H -1.5474 0.6429 2.0907
H -3.8349 1.6204 -1.2964
H 0.4393 -1.1628 0.8223
H 2.8102 -0.1799 -0.6900
H -0.2317 -1.8088 -1.6784
H 1.5654 -2.2052 -1.3720
H 0.9654 -0.6137 -1.9880
H -1.5402 0.9822 -1.9321
H 3.7036 0.8494 1.5221
H 2.0651 0.3494 2.2598
```

Calculated values
Total charge   +1
2S+1   1
HOMO   -0.4811 hartree
Frontier orbital gap   7.10 eV

Charges obtained by Mulliken population analysis, quoted in units of e:
1 C -0.564
2 C -0.246
3 C -0.183
4 C 0.365
5 C -0.048
6 C -1.212
7 C -0.581
8 N -0.127
9 N -0.118
10 H 0.337
11 H 0.434
12 H 0.374
13 H 0.409
14 H 0.340
15 H 0.378
16 H 0.333
17 H 0.427
18 H 0.153
19 H 0.265
20 H 0.266

Model c:
ORCA calculation (ωB97M-V with the def2-TZVPD basis set) on the ion C7H11N2 with charge +1.

Geometry as XYZ:
```
20
Properties=species:S:1:pos:R:3
C 1.9501 0.8711 1.3724
C 0.2155 -0.1691 2.4135
C -0.1690 1.2769 0.0915
C 1.2939 0.8724 0.1001
C -0.1453 -0.1823 0.1252
C -1.4658 -0.5125 -2.1354
C -0.3120 -0.9973 -1.2011
N 1.2650 0.5529 2.5040
N -0.3868 -0.6996 1.3136
H 2.9819 1.0912 1.4329
H -0.4560 -0.4817 3.2579
H -0.5606 1.7735 0.9019
H -0.4782 1.6621 -0.9014
H 1.7903 0.8086 -0.9051
H -1.4953 0.5218 -2.1181
H -2.3051 -1.0062 -1.7649
H -1.1463 -0.8049 -3.1466
H 0.6612 -0.9144 -1.7119
H -0.3815 -1.9984 -1.0666
H -0.8561 -1.6644 1.4382
```

Calculated values
Total charge   +1
SMILES string   CC[C@]12C[C@H]1C=NC=[NH+]2
2S+1   1
HOMO   -0.5288 hartree
Frontier orbital gap   9.59 eV

Charges obtained by Mulliken population analysis, quoted in units of e:
1 C -0.305
2 C -0.099
3 C -0.677
4 C -0.150
5 C 0.799
6 C -1.065
7 C -1.137
8 N -0.445
9 N -0.170
10 H 0.454
11 H 0.342
12 H 0.376
13 H 0.247
14 H 0.437
15 H 0.397
16 H 0.333
17 H 0.327
18 H 0.391
19 H 0.550
20 H 0.394

What are the relative energies? In eV: model a 0.889; model b 1.357; model c 0.000.

Model a:
ORCA calculation (ωB97M-V with the def2-TZVPD basis set) on a cluster of 2 separate species, C4H14NO in total.

Geometry as XYZ:
```
20
Properties=species:S:1:pos:R:3
C -0.9663 0.7277 0.5334
C -0.6910 -0.6986 1.0539
C -1.3541 -1.8865 0.2394
C -0.3152 -2.5792 -0.6871
N -0.0192 1.2363 -0.4890
H -1.9612 1.0140 0.1788
H -0.7071 1.3505 1.3840
H 0.3239 -1.1246 0.9611
H -1.1064 -0.6074 2.1115
H -1.7570 -2.7072 0.9697
H -2.3991 -1.6293 -0.1857
H 0.1830 -2.0162 -1.4173
H -0.6639 -3.5329 -1.1668
H 0.4746 -2.8464 0.0149
H 0.1314 0.6257 -1.3590
H 0.8205 1.4080 -0.1108
H -0.4580 2.1416 -0.8533
H 3.1318 1.7988 -0.1321
H 2.9898 3.5282 -0.2220
O 2.6363 2.5704 -0.4485
```

Calculated values
Total charge   +1
2S+1   1
HOMO   -0.5448 hartree
Frontier orbital gap   11.33 eV

Charges obtained by Mulliken population analysis, quoted in units of e:
1 C -0.564
2 C -0.537
3 C -0.330
4 C -1.231
5 N -0.226
6 H 0.392
7 H 0.352
8 H 0.292
9 H 0.298
10 H 0.275
11 H 0.326
12 H 0.295
13 H 0.309
14 H 0.390
15 H 0.321
16 H 0.257
17 H 0.389
18 H 0.335
19 H 0.356
20 O -0.699

Model b:
ORCA calculation (ωB97M-V with the def2-TZVPD basis set) on a cluster of 2 separate species, C4H14NO in total.

Geometry as XYZ:
```
20
Properties=species:S:1:pos:R:3
C 0.1869 1.6033 -1.0272
C -0.0488 0.9912 0.3425
N -0.6811 -0.3576 0.2280
C -1.9677 -0.5096 -0.4855
C 1.2567 0.8671 1.1284
H 0.9559 1.0542 -1.5667
H 0.4518 2.6444 -0.8665
H -0.7355 1.6372 -1.6109
H -0.7176 1.5932 0.9581
H 0.0021 -1.0857 -0.0815
H -0.7451 -0.7954 1.1559
H -1.7877 -0.3395 -1.5197
H -2.3321 -1.5091 -0.2804
H -2.7050 0.1963 -0.1090
H 1.7547 -0.0792 0.8938
H 1.1573 0.9353 2.2060
H 1.9567 1.6040 0.7705
H 0.8227 -3.4461 -0.0434
H 2.0662 -2.4732 -0.0695
O 1.1096 -2.5310 -0.0231
```

Calculated values
Total charge   +1
2S+1   1
HOMO   -0.6019 hartree
Frontier orbital gap   13.37 eV

Charges obtained by Mulliken population analysis, quoted in units of e:
1 C -1.473
2 C 0.461
3 N -0.177
4 C -0.901
5 C -1.250
6 H 0.337
7 H 0.421
8 H 0.470
9 H 0.243
10 H 0.421
11 H 0.414
12 H 0.384
13 H 0.371
14 H 0.335
15 H 0.243
16 H 0.368
17 H 0.394
18 H 0.284
19 H 0.288
20 O -0.633

What are the relative energies? In eV: model a 1.734; model b 0.000.

Model a:
ORCA calculation (ωB97M-V with the def2-TZVPD basis set) on the molecule C11H16N2.

Geometry as XYZ:
```
29
Properties=species:S:1:pos:R:3
C 0.8714 -0.9279 -3.0423
C 1.0516 -0.5009 -1.7250
C -0.2235 -0.0437 -1.3670
C -0.5282 0.5616 -0.0453
C -1.2440 1.6884 0.0132
C 2.1136 -0.7148 -0.7077
C 1.8074 0.1543 0.5323
C 0.3377 -0.0513 1.0496
C 0.1628 0.8260 2.3013
C -0.0928 -1.4526 1.3684
C -2.4045 -0.0222 -2.5134
N -0.3857 -0.6528 -3.5106
N -1.0110 -0.0716 -2.4589
H 1.6878 -1.4040 -3.5597
H -1.2309 2.2940 0.8977
H -1.7370 2.1498 -0.8396
H 2.3250 -1.7830 -0.4459
H 3.0469 -0.3441 -1.1649
H 2.5040 -0.0665 1.4251
H 1.9692 1.1873 0.2884
H 0.4659 0.3798 3.2898
H -0.9014 0.9991 2.5121
H 0.6895 1.6915 2.5895
H 0.5348 -1.7814 2.1472
H -0.0522 -2.0720 0.3153
H -1.1873 -1.5918 1.6075
H -2.7651 0.5455 -3.4234
H -2.7066 -0.9889 -2.5056
H -2.6783 0.4906 -1.6633
```

Calculated values
SMILES string   C=C1c2c(cnn2C)CCC1(C)C
2S+1   1
HOMO   -0.3065 hartree
Frontier orbital gap   9.11 eV

Charges obtained by Mulliken population analysis, quoted in units of e:
1 C -0.958
2 C 0.716
3 C 0.371
4 C -0.137
5 C -1.525
6 C -0.598
7 C -1.010
8 C 2.355
9 C -2.250
10 C -1.640
11 C -0.933
12 N -1.181
13 N 0.678
14 H 0.478
15 H 0.400
16 H 0.373
17 H 0.259
18 H 0.446
19 H 0.387
20 H 0.382
21 H 0.380
22 H 0.482
23 H 0.420
24 H 0.468
25 H 0.293
26 H 0.350
27 H 0.249
28 H 0.375
29 H 0.369

Model b:
ORCA calculation (ωB97M-V with the def2-TZVPD basis set) on the molecule C11H16N2.

Geometry as XYZ:
```
29
Properties=species:S:1:pos:R:3
C 1.1099 3.4977 -0.7402
C 0.4686 2.4996 0.1929
C -0.3651 2.9233 1.2397
C -0.9474 1.9699 2.0868
C -0.7743 0.6103 1.8645
C 0.0407 0.1764 0.7890
C 0.6387 1.1476 -0.0331
C -0.8201 -2.1328 0.7186
C -1.5232 -2.2827 -0.6474
C 0.5787 -1.8198 -1.7414
C 1.2539 -1.6073 -0.3848
H 0.4812 3.6685 -1.6245
H 1.2640 4.4426 -0.2198
H 2.0945 3.1448 -1.0434
H -0.4715 3.9900 1.4543
H -1.5409 2.3312 2.9348
H -1.2036 -0.0958 2.5431
H 1.2682 0.8252 -0.8656
H -0.4176 -3.0964 1.0489
H -1.5252 -1.8302 1.4775
H -2.3104 -3.0081 -0.5854
H -1.9953 -1.3252 -0.8854
H -0.2815 -3.6422 -1.4930
H 1.3102 -2.1661 -2.4857
H 0.2030 -0.8622 -2.0905
H 2.0625 -0.8810 -0.4106
H 1.6845 -2.5763 -0.0305
N 0.3026 -1.1976 0.6382
N -0.5849 -2.7035 -1.7071
```

Calculated values
SMILES string   Cc1cccc(N2CCNCC2)c1
2S+1   1
HOMO   -0.2739 hartree
Frontier orbital gap   8.44 eV

Charges obtained by Mulliken population analysis, quoted in units of e:
1 C -1.469
2 C 0.203
3 C -0.716
4 C -0.611
5 C -0.581
6 C 1.116
7 C -0.105
8 C -0.803
9 C -0.740
10 C -0.591
11 C -0.964
12 H 0.284
13 H 0.396
14 H 0.365
15 H 0.344
16 H 0.341
17 H 0.414
18 H 0.192
19 H 0.366
20 H 0.333
21 H 0.430
22 H 0.306
23 H 0.292
24 H 0.379
25 H 0.346
26 H 0.505
27 H 0.364
28 N 0.009
29 N -0.407

What are the relative energies? In eV: model a 2.065; model b 0.000.

Model a:
ORCA calculation (ωB97M-V with the def2-TZVPD basis set) on the molecule C20H24N2O6S2.

Geometry as XYZ:
```
54
Properties=species:S:1:pos:R:3
C -5.9794 -1.1435 -0.4714
H -5.1802 -1.8597 -0.6461
H -6.7884 -1.6393 0.0589
H -6.3542 -0.7923 -1.4301
C -5.4412 0.0132 0.3663
N -4.2888 0.6738 -0.2152
S -2.8465 -0.1760 -0.1026
O -2.9873 -1.1844 0.9123
O -2.4006 -0.6153 -1.4001
C -1.7097 1.0607 0.5151
C -0.4503 1.1538 -0.0324
C 0.4574 2.0861 0.4727
C 0.0605 2.9214 1.5154
C -1.2119 2.8085 2.0501
C -2.1074 1.8721 1.5604
H -3.0997 1.7638 1.9664
H -1.5024 3.4579 2.8619
H 0.7526 3.6507 1.9024
N 1.7289 2.1200 -0.0979
C 2.7217 3.0041 0.1533
O 2.6385 3.9834 0.8599
C 4.0351 2.7215 -0.5884
H 4.8447 2.8773 0.1334
H 4.1353 3.4440 -1.4021
O 4.1538 1.4420 -1.1884
C 4.3403 0.4028 -0.3606
O 4.3495 0.4993 0.8368
C 4.5533 -0.8825 -1.1291
C 3.6967 -1.9871 -0.5142
C 2.2259 -1.6491 -0.6488
O 1.8588 -0.6008 -1.1535
C 1.2874 -2.6222 -0.1326
C -0.0852 -2.5894 -0.2328
C -0.7093 -3.6628 0.4186
C 0.1832 -4.5081 1.0073
S 1.8046 -4.0169 0.7731
H -0.0170 -5.3984 1.5711
H -1.7759 -3.7799 0.4626
H -0.6280 -1.8305 -0.7662
H 3.9294 -2.0817 0.5494
H 3.8949 -2.9481 -0.9917
H 5.6093 -1.1483 -1.0577
H 4.2913 -0.7168 -2.1735
H 1.9181 1.3456 -0.7308
H -0.1711 0.5031 -0.8458
C -4.4861 1.3162 -1.5027
C -3.4837 2.4437 -1.7073
H -3.7430 3.0030 -2.6032
H -3.4901 3.1183 -0.8547
H -2.4832 2.0395 -1.8272
H -4.3792 0.5880 -2.3160
H -5.5028 1.7172 -1.5159
H -5.1110 -0.3655 1.3344
H -6.2158 0.7704 0.5252
```

Calculated values
SMILES string   CCN(CC)S(=O)(=O)c1cccc(NC(=O)COC(=O)CCC(=O)c2cccs2)c1
2S+1   1
HOMO   -0.3173 hartree
Frontier orbital gap   8.50 eV

Charges obtained by Mulliken population analysis, quoted in units of e:
1 C -1.065
2 H 0.293
3 H 0.397
4 H 0.287
5 C -0.668
6 N 0.203
7 S 1.020
8 O -0.692
9 O -0.715
10 C -0.361
11 C 0.197
12 C -0.072
13 C -0.500
14 C -0.966
15 C -0.597
16 H 0.460
17 H 0.408
18 H 0.561
19 N 0.036
20 C 0.692
21 O -0.655
22 C -0.599
23 H 0.341
24 H 0.358
25 O -0.415
26 C 0.737
27 O -0.615
28 C -0.907
29 C -1.072
30 C 0.881
31 O -0.736
32 C 0.370
33 C -0.602
34 C -0.806
35 C -0.357
36 S -0.168
37 H 0.438
38 H 0.454
39 H 0.622
40 H 0.491
41 H 0.637
42 H 0.350
43 H 0.294
44 H 0.268
45 H 0.817
46 C -0.573
47 C -1.208
48 H 0.442
49 H 0.307
50 H 0.273
51 H 0.310
52 H 0.548
53 H 0.358
54 H 0.501

Model b:
ORCA calculation (ωB97M-V with the def2-TZVPD basis set) on a structure of composition C20H24N2O6S2.

Geometry as XYZ:
```
54
Properties=species:S:1:pos:R:3
O 2.1398 0.6775 1.5125
S 1.7585 0.5765 0.0768
O 2.2935 1.5366 -0.9594
N 1.7126 -1.0323 -0.4767
H 1.8417 -1.8085 0.1727
C 2.4910 -1.4186 -1.4887
H 2.4469 -0.6193 -2.0673
H 2.1381 -2.2097 -2.1502
C 3.9278 -1.5738 -1.1286
C 4.6742 -0.3538 -0.6143
C 4.8525 0.8574 -1.5475
C 5.3555 1.9673 -1.3047
C 5.7707 1.9453 0.0151
C 5.5344 1.2444 1.1183
C 4.9505 -0.0816 0.5966
C 4.6658 -1.1847 1.8599
C 4.8445 -2.6581 1.0653
H 4.5454 -3.3824 1.7639
O 3.9450 -2.4659 -0.0734
H 5.7863 -2.5914 0.7104
H 5.4394 -1.1089 2.4348
H 3.6307 -0.9267 2.3414
H 5.7464 1.4554 2.1745
H 6.1035 3.1298 0.5918
H 5.6552 2.7896 -2.1972
H 4.7710 0.4793 -2.6137
H 4.5786 -2.2199 -1.8641
C -0.1411 0.9538 0.0873
C -0.9199 0.9934 -0.9595
C -2.1866 1.1128 -0.9928
C -2.8903 1.1428 0.0841
C -2.2689 0.7928 1.2018
C -0.8254 0.7333 1.3398
H -0.3135 0.4087 2.2022
H -2.8407 0.7055 2.2465
S -4.6591 1.3389 0.1733
O -5.0715 1.8806 -1.1956
O -5.1176 1.5864 1.7020
N -5.2910 -0.3613 -0.0447
C -5.2770 -0.9047 -1.2615
H -5.0044 -0.3160 -1.9377
C -4.0928 -1.9034 -1.1680
H -4.0634 -2.6106 -2.2936
O -4.0433 -3.0468 -0.3191
C -4.1009 -2.2005 0.8380
H -3.8826 -3.1227 1.6422
C -5.1211 -1.4369 1.0902
H -5.0229 -0.8832 1.9990
H -6.0961 -1.8315 0.9479
H -3.1919 -1.6271 1.0859
H -2.9919 -1.3483 -1.4060
H -6.0525 -1.5644 -1.5874
H -2.5922 1.4182 -2.0625
H -0.1971 1.0464 -1.8778
```

Calculated values
2S+1   1
HOMO   -0.3312 hartree
Frontier orbital gap   8.51 eV

Charges obtained by Mulliken population analysis, quoted in units of e:
1 O -0.709
2 S 1.470
3 O -0.587
4 N -0.087
5 H 0.381
6 C -1.634
7 H 0.696
8 H 0.527
9 C 0.330
10 C -0.077
11 C -0.533
12 C -0.573
13 C -0.024
14 C -1.247
15 C 1.579
16 C -1.063
17 C -0.724
18 H 0.372
19 O -0.473
20 H 0.469
21 H 0.824
22 H 0.179
23 H 0.414
24 H 0.050
25 H 0.224
26 H 0.314
27 H 0.329
28 C -0.060
29 C -0.330
30 C -0.550
31 C 0.493
32 C -0.145
33 C -0.985
34 H 0.575
35 H 0.298
36 S 0.974
37 O -0.653
38 O -0.637
39 N -0.080
40 C -0.897
41 H 0.645
42 C -0.185
43 H 0.290
44 O -0.320
45 C -0.081
46 H 0.299
47 C -0.835
48 H 0.309
49 H 0.410
50 H 0.164
51 H 0.058
52 H 0.351
53 H 0.240
54 H 0.225

What are the relative energies? In eV: model a 0.000; model b 19.138.